{
  "formula": "C20H38CsN4OSiTa",
  "method": "ωB97M-V/def2-TZVPD",
  "elements": ["N", "C", "O", "Cs", "Ta", "N", "N", "C", "C", "C", "C", "C", "C", "C", "C", "H", "H", "H", "H", "H", "H", "H", "H", "H", "H", "H", "H", "H", "H", "H", "H", "H", "H", "C", "H", "H", "H", "C", "H", "H", "H", "C", "Si", "C", "C", "N", "C", "C", "C", "C", "C", "C", "H", "H", "H", "H", "H", "H", "H", "H", "H", "H", "H", "H", "H", "H"],
  "positions_angstrom": [[2.33, -0.66, -0.56], [3.23, -1.19, 0.13], [4.19, -1.77, 0.48], [1.85, 0.17, -4.15], [0.49, -0.09, -0.49], [-0.24, -1.48, -1.67], [0.09, 1.49, -1.62], [-0.10, -2.98, -1.33], [0.73, 2.86, -1.75], [1.08, -3.51, -2.15], [-1.41, -3.71, -1.71], [0.16, -3.18, 0.15], [0.32, 3.48, -3.11], [0.20, 3.78, -0.62], [2.24, 2.72, -1.64], [0.88, -3.43, -3.24], [1.24, -4.58, -1.91], [2.00, -2.95, -1.92], [-2.27, -3.25, -1.21], [-1.34, -4.76, -1.39], [-1.58, -3.71, -2.80], [1.09, -2.71, 0.49], [0.27, -4.27, 0.33], [-0.69, -2.84, 0.76], [0.51, 2.82, -3.98], [0.89, 4.41, -3.28], [-0.75, 3.75, -3.12], [-0.87, 4.00, -0.74], [0.75, 4.74, -0.69], [0.37, 3.33, 0.37], [2.54, 2.24, -0.69], [2.68, 3.73, -1.65], [2.73, 2.18, -2.48], [-1.42, 1.57, -1.69], [-1.86, 0.74, -1.12], [-1.74, 2.52, -1.23], [-1.80, 1.54, -2.73], [-0.79, -1.22, -3.05], [-1.88, -1.40, -3.06], [-0.71, -0.16, -3.33], [-0.31, -1.88, -3.81], [2.56, 1.52, 1.89], [1.03, 0.69, 2.58], [1.63, -0.72, 3.63], [0.19, 2.09, 3.50], [-0.17, -0.02, 1.37], [-1.43, -0.50, 1.88], [-2.40, -0.91, 0.95], [-3.73, -1.12, 1.37], [-4.06, -1.01, 2.72], [-3.07, -0.70, 3.66], [-1.74, -0.48, 3.26], [3.10, 1.83, 2.80], [2.34, 2.43, 1.32], [3.23, 0.86, 1.33], [2.31, -0.31, 4.39], [0.81, -1.24, 4.14], [2.18, -1.44, 3.02], [-0.09, 2.89, 2.80], [-0.70, 1.77, 4.05], [0.92, 2.50, 4.23], [-2.13, -1.05, -0.11], [-4.48, -1.38, 0.62], [-5.09, -1.16, 3.05], [-3.31, -0.64, 4.73], [-0.97, -0.28, 4.00]],
  "lowdin_charge": [-0.0828, -0.3851, 0.2291, 1.1051, 1.7002, -0.2592, -0.3038, -0.6143, -0.6406, -0.0348, -0.0253, -0.0490, -0.0363, -0.0238, -0.0754, 0.0779, 0.1137, 0.0714, 0.0918, 0.1102, 0.0890, 0.0603, 0.1179, 0.0803, 0.0452, 0.1102, 0.0961, 0.0848, 0.1132, 0.0738, 0.0481, 0.1122, 0.0111, -0.1112, 0.0553, 0.0846, 0.1008, -0.2213, 0.1021, -0.0199, 0.0634, -0.1692, 0.4263, -0.1453, -0.1470, -0.2530, -0.3367, -0.0933, -0.0603, -0.0596, -0.0372, -0.0540, 0.0722, 0.0221, 0.0084, 0.0608, 0.0384, 0.0359, 0.0385, 0.0331, 0.0589, 0.0641, 0.1181, 0.1150, 0.1229, 0.0758],
  "total_energy_ev": -39331.448,
  "fmax_ev_per_a": 2.80,
  "total_charge": 2,
  "homo_ev": -13.62,
  "de_lowest_kj_mol": 0.0
}